[1]
This record from OMol25 describes a 23-piece molecular cluster, C21H85BN3O25P overall. The level of theory is ωB97M-V/def2-TZVPD.

Results
* HOMO level: -8.53 eV
* LUMO level: -0.2 eV
* HOMO-LUMO gap: 0.30561 hartree

Each line ends with the Mulliken charge.
Element x y z (Å)
C: 4.24171 -3.29344 1.10655  -1.144
C: 4.09725 -1.99560 1.42801  -0.505
C: 5.00312 -0.88514 0.95149  0.874
P: 5.63711 -0.13453 2.54569  0.260
N: 6.01412 -1.30398 3.55200  -0.683
N: 6.23243 -1.43726 0.34546  0.076
C: 6.48922 -0.79358 -0.85111  -0.951
O: 7.56925 -0.52760 -1.31542  -0.661
C: 5.08509 -0.51635 -1.43877  1.234
C: 4.64078 -1.91827 -1.87210  -0.919
C: 3.59838 -2.20382 -2.65105  -1.344
B: 5.30106 0.41409 -2.72091  0.470
O: 5.67721 1.72719 -2.59567  -0.434
O: 5.12900 -0.05379 -4.01740  0.047
C: 6.37582 -0.54633 -4.57004  -0.794
C: 4.38281 0.06464 -0.15381  2.142
C: 4.63377 1.55389 0.11132  -2.070
N: 6.05432 1.94055 0.13580  -0.208
C: 2.86039 -0.11628 -0.30654  -2.119
C: 2.02115 0.49648 0.83851  -0.359
C: 1.14196 1.63892 0.30431  -0.223
C: -0.11337 1.08754 -0.41409  -1.117
C: -1.43582 1.43573 0.30238  -0.529
C: -2.47701 0.29484 0.29029  -0.800
C: -3.83088 0.68602 -0.35116  -0.236
C: -4.96748 -0.11888 0.30865  -0.930
C: -6.19411 -0.28591 -0.62231  -0.075
C: -6.69687 -1.73960 -0.77035  -0.144
C: -8.23017 -1.74491 -0.81076  -1.334
H: 5.20100 -3.78997 1.20510  0.294
H: 3.37638 -3.86427 0.78494  0.263
H: 3.29458 -1.69385 2.10235  0.495
H: 4.64446 0.72638 3.05010  -0.060
H: 6.78839 0.59953 2.24587  0.251
H: 7.00168 -1.26246 3.77896  0.202
H: 7.01934 -1.58750 0.96485  0.397
H: 5.27006 -2.74320 -1.55173  0.481
H: 2.71646 -1.57337 -2.69473  0.257
H: 3.59457 -3.09575 -3.26683  0.346
H: 6.11356 1.99613 -3.41600  0.196
H: 7.00129 0.29889 -4.84554  0.277
H: 6.88269 -1.19823 -3.85684  0.266
H: 6.14337 -1.11688 -5.46563  0.252
H: 4.10568 2.10906 -0.66592  0.638
H: 4.17459 1.85621 1.05436  0.496
H: 6.30877 2.20976 1.07694  -0.040
H: 6.19345 2.75028 -0.45044  0.350
H: 2.58152 0.40389 -1.23021  0.988
H: 2.59786 -1.16121 -0.44428  0.860
H: 2.61400 0.80643 1.69535  -0.430
H: 1.34040 -0.28280 1.19910  0.682
H: 1.70687 2.18990 -0.44949  -0.176
H: 0.85783 2.34329 1.08424  0.667
H: -0.14993 1.47486 -1.43405  -0.105
H: -0.01473 0.00247 -0.50951  0.547
H: -1.17838 1.65067 1.34485  0.622
H: -1.86271 2.34405 -0.12408  0.529
H: -2.09794 -0.55248 -0.28823  0.400
H: -2.64086 -0.05113 1.30875  0.051
H: -3.75572 0.41120 -1.40105  0.013
H: -3.98953 1.75797 -0.24429  0.519
H: -4.60792 -1.11315 0.57492  0.380
H: -5.27777 0.39329 1.21970  0.189
H: -7.02448 0.27942 -0.18467  0.271
H: -5.99386 0.14060 -1.60564  0.182
H: -6.30880 -2.17864 -1.69500  0.113
H: -6.33316 -2.32867 0.06926  0.055
H: -8.54621 -0.92938 -1.46537  0.314
H: -8.64040 -2.68152 -1.18579  0.433
H: -8.59636 -1.52320 0.19109  0.303
O: 7.29458 0.91306 -7.16656  -0.634
H: 7.48041 1.84476 -7.00762  0.317
H: 6.37499 0.90719 -7.45226  0.308
O: 2.63651 2.05609 3.60377  -0.515
H: 3.03213 2.21154 4.47155  0.253
H: 1.69194 1.94674 3.76960  0.282
O: 2.82317 2.86183 -3.03583  -0.620
H: 3.40201 2.09165 -3.09823  0.309
H: 2.70619 3.14878 -3.94777  0.277
O: 4.61562 -3.47696 5.23590  -0.638
H: 5.00597 -2.65026 4.90988  0.280
H: 3.89341 -3.19351 5.80404  0.327
O: 4.56812 1.53866 5.89303  -0.629
H: 5.34494 1.64061 5.33237  0.249
H: 4.90979 1.62984 6.78975  0.301
O: -10.98808 -0.36507 -0.38010  -0.702
H: -11.54698 -0.00124 0.31739  0.321
H: -11.61593 -0.74058 -1.00934  0.341
O: 3.53968 -1.22833 -6.49512  -0.687
H: 4.27307 -1.17094 -7.11341  0.299
H: 3.93459 -1.09318 -5.62433  0.368
O: -4.77581 1.37577 -3.30751  -0.516
H: -5.35648 1.13744 -4.04111  0.288
H: -4.36353 2.20469 -3.58018  0.244
O: 6.11471 4.51819 -4.67502  -0.641
H: 6.96992 4.74720 -4.29710  0.324
H: 5.55927 4.30816 -3.91476  0.314
O: -3.72283 -1.09334 3.00314  -0.530
H: -3.21479 -1.86644 3.26912  0.265
H: -3.77549 -0.55915 3.80230  0.250
O: 5.75102 -1.02060 7.01044  -0.672
H: 6.29182 -1.81390 6.93724  0.350
H: 5.64564 -0.72206 6.09635  0.357
O: -12.33886 -2.52333 1.28973  -0.630
H: -11.50191 -2.45613 0.81381  0.343
H: -12.09280 -2.49005 2.21856  0.299
O: -0.07023 0.10119 3.50019  -0.684
H: 0.45901 -0.70272 3.49849  0.354
H: -0.17000 0.32660 2.56807  0.238
O: 7.28465 3.07907 2.92891  -0.625
H: 8.08422 3.16512 2.39753  0.298
H: 7.58225 3.24486 3.82942  0.292
O: -7.36213 -4.62039 0.70386  -0.615
H: -6.40133 -4.61758 0.68177  0.310
H: -7.58875 -4.12372 1.50222  0.326
O: -5.86243 3.24829 -1.10263  -0.633
H: -5.89976 2.49978 -1.71577  0.301
H: -6.65765 3.15909 -0.56809  0.314
O: -5.26752 -1.32582 -4.52156  -0.654
H: -5.93156 -1.79862 -4.00948  0.342
H: -4.53059 -1.20480 -3.91205  0.328
O: -2.01819 2.52552 -3.21741  -0.601
H: -1.06698 2.58904 -3.34818  0.240
H: -2.18315 3.03570 -2.41604  0.347
O: -8.47845 -3.63386 3.37672  -0.620
H: -8.13800 -3.61865 4.27834  0.342
H: -9.42906 -3.56783 3.49621  0.247
O: -8.86708 -4.37985 6.08073  -0.588
H: -9.60155 -4.83363 6.50525  0.287
H: -8.18663 -4.33516 6.76048  0.292
O: -10.30654 2.12625 -1.81535  -0.630
H: -9.51847 1.74433 -2.21267  0.303
H: -10.76736 1.36651 -1.43174  0.365
O: 0.81661 4.69211 0.05949  -0.631
H: 1.59672 4.71170 -0.50479  0.298
H: 1.16371 4.78913 0.95192  0.311



[2]
This record from OMol25 describes C16H27GdN2 as an isolated structure. The level of theory is ωB97M-V/def2-TZVPD.

Results
* HOMO level (spin up / spin down): -14.34 / -14.37 eV
* total charge: +2
* ΔE to the lowest compared entry with this formula, charge and spin: 78.2 kcal/mol
* LUMO level (spin up / spin down): -8.5 / -8.5 eV
* spin multiplicity: 8
* HOMO-LUMO gap (spin up / spin down): 0.21347 / 0.21610 hartree

Each line ends with the Mulliken charge.
Element x y z (Å)
C: -1.76602 -1.26581 -1.51376  -0.996
H: -1.80684 -2.36203 -1.38699  0.514
H: -2.77099 -0.83620 -1.47159  0.212
H: 2.14161 -0.42752 1.49095  0.290
C: -1.04464 -0.85679 -2.78967  0.150
H: -0.97779 0.24083 -2.85552  0.122
H: 0.00197 -1.22085 -2.78374  0.280
C: -1.72891 -1.35296 -4.07866  -1.421
H: -1.12892 -1.09814 -4.95596  0.399
H: -1.86286 -2.43736 -4.04721  0.343
H: -2.71351 -0.88837 -4.19514  0.348
C: 0.62141 1.39388 1.31178  -0.174
C: 0.26815 1.82651 -0.01294  0.134
C: -1.13011 1.56909 -0.19054  0.831
C: -1.60776 0.86346 0.96558  0.438
C: -0.51750 0.72606 1.88645  1.201
C: -0.59934 0.09615 3.23524  -1.796
C: -3.01314 0.43505 1.20083  -1.392
C: -1.97923 2.09738 -1.29327  -1.264
C: 1.16381 2.55815 -0.95232  -1.791
C: 1.82452 1.87794 2.05559  -1.121
Gd: 0.04098 -0.63600 -0.07715  0.664
H: -3.07340 -0.28340 2.02581  0.379
H: -3.64854 1.29793 1.45490  0.346
H: -3.44405 -0.04062 0.31213  0.248
H: -1.22544 -0.80911 3.20841  0.402
H: 0.39333 -0.19101 3.61058  0.344
H: -1.04756 0.78190 3.97365  0.314
H: 2.73975 1.78432 1.45085  0.429
H: 1.72287 2.94764 2.31378  0.332
H: 1.97429 1.33846 3.00237  0.359
H: 0.81058 2.46190 -1.98756  0.423
H: 1.21997 3.63367 -0.71509  0.338
H: 2.18747 2.15580 -0.91285  0.343
H: -2.60338 1.31768 -1.74294  0.343
H: -2.66022 2.88339 -0.92875  0.325
H: -1.36360 2.53508 -2.08693  0.372
N: 2.35344 -2.40205 1.91372  -0.323
C: 3.16980 -3.28189 1.34130  0.035
C: 3.56013 -2.76394 0.10866  -0.996
C: 2.93818 -1.55291 -0.06998  0.056
N: 2.11111 -1.35987 1.05034  0.125
H: 1.80297 -2.50267 2.75390  0.239
H: 3.46540 -4.19481 1.83194  0.491
H: 4.24601 -3.23547 -0.57728  0.451
H: 2.95602 -0.82250 -0.87294  0.654



[3]
This record from OMol25 describes one molecule with the formula FH5N3OP. The level of theory is ωB97M-V/def2-TZVPD.

Results
* HOMO level: -9.39 eV
* ΔE to the lowest compared entry with this formula, charge and spin: 13.5 kcal/mol
* LUMO level: 0.5 eV
* HOMO-LUMO gap: 0.36458 hartree
* structure (SMILES): NP(N)(=O)NF

Each line ends with the Mulliken charge.
Element x y z (Å)
N: 0.79149 -1.11510 -0.91451  -0.486
N: 0.88244 0.14562 1.42150  -0.560
N: -1.55588 0.42396 -0.00757  -0.290
O: 1.08385 1.47239 -0.77062  -0.592
F: -2.05831 0.23515 -1.32826  -0.235
P: 0.50110 0.30785 -0.19228  0.849
H: 0.71687 -2.05611 -0.47841  0.269
H: 0.36880 -1.00019 -1.91286  0.284
H: 0.76743 0.99557 1.97391  0.259
H: 0.42456 -0.71797 1.83278  0.267
H: -1.92236 1.30883 0.37633  0.237



[4]
This record from OMol25 describes one molecule with the formula C6H7NO. The level of theory is ωB97M-V/def2-TZVPD.

Results
* HOMO level: -6.95 eV
* ΔE to the lowest compared entry with this formula, charge and spin: 141.4 kcal/mol
* LUMO level: 0.7 eV
* HOMO-LUMO gap: 0.28272 hartree

Each line ends with the Mulliken charge.
Element x y z (Å)
C: -1.38097 1.15697 -0.09745  -0.760
C: 1.33105 1.08922 -0.14619  -0.385
C: 1.41890 -1.07339 0.21154  -0.576
C: -1.34599 -1.13180 0.13352  -0.581
C: 0.05214 -0.72569 -0.22197  0.149
C: -0.00275 0.70633 0.33657  0.354
H: -3.08389 -0.05985 -0.03238  0.244
H: -1.83505 2.10582 0.04179  0.299
H: 1.93376 2.00620 -0.24430  0.305
H: 1.96789 -2.05403 0.04934  0.210
H: -1.70220 -2.08780 -0.19930  0.246
H: -0.05033 -0.61957 -1.29998  0.220
H: -0.03601 0.53567 1.48181  0.258
N: -2.05525 -0.04506 -0.06895  0.175
O: 2.09479 0.04490 -0.07631  -0.157